# 1
This record from the Open Molecules 2025 dataset describes a cluster of 14 separate species, C54H120O30 in total at a distorted geometry. The level of theory is ωB97M-V/def2-TZVPD.

Last column: Löwdin charge in e.
Positions of all 204 atoms, in Å:
C1 -28.843 -3.755 -13.278  -0.046
O1 -28.153 -2.852 -12.454  -0.010
C2 -28.932 -1.965 -11.845  -0.600
O2 -30.086 -1.917 -12.155  0.109
O3 -28.338 -1.130 -10.994  0.007
C3 -29.142 -0.203 -10.357  -0.062
H1 -29.324 -3.165 -14.039  0.092
H2 -29.617 -4.225 -12.662  0.097
H3 -28.200 -4.589 -13.539  0.090
H4 -29.917 -0.712 -9.779  0.082
H5 -29.726 0.337 -11.110  0.101
H6 -28.503 0.424 -9.759  0.095
C4 -31.047 0.424 -5.740  -0.010
O4 -31.573 1.412 -6.631  0.035
C5 -30.693 2.030 -7.356  -0.607
O5 -29.471 1.744 -7.321  0.058
O6 -31.199 3.075 -7.987  0.022
C6 -30.279 3.690 -8.872  -0.035
H7 -30.444 -0.316 -6.224  0.072
H8 -31.899 -0.034 -5.276  0.102
H9 -30.457 0.870 -4.955  0.083
H10 -29.482 4.171 -8.343  0.082
H11 -30.899 4.252 -9.555  0.097
H12 -29.766 2.942 -9.464  0.075
C7 -30.233 -3.173 -18.579  -0.101
O7 -30.858 -4.413 -18.577  -0.182
C8 -32.039 -4.490 -17.837  -0.212
C9 -33.233 -4.227 -18.713  -0.219
O8 -33.247 -2.845 -19.020  -0.177
C10 -34.394 -2.536 -19.716  -0.138
H13 -30.289 -2.789 -17.544  0.087
H14 -30.832 -2.508 -19.194  0.082
H15 -29.223 -3.318 -18.957  0.088
H16 -32.078 -3.782 -16.988  0.124
H17 -32.102 -5.536 -17.512  0.125
H18 -34.127 -4.520 -18.130  0.129
H19 -33.281 -4.872 -19.583  0.125
H20 -34.494 -3.173 -20.605  0.095
H21 -34.358 -1.500 -20.045  0.088
H22 -35.263 -2.546 -19.051  0.091
C11 -32.260 -2.381 -8.395  -0.092
O9 -33.252 -2.836 -9.316  -0.177
C12 -32.587 -3.472 -10.391  -0.205
C13 -33.652 -4.354 -11.033  -0.233
O10 -33.750 -5.553 -10.367  -0.182
C14 -34.938 -6.332 -10.513  -0.079
H23 -31.567 -3.218 -8.307  0.083
H24 -32.748 -2.184 -7.436  0.094
H25 -31.730 -1.499 -8.747  0.059
H26 -31.683 -3.968 -10.053  0.116
H27 -32.251 -2.730 -11.124  0.109
H28 -33.329 -4.538 -12.080  0.121
H29 -34.572 -3.776 -11.068  0.127
H30 -34.970 -7.051 -9.720  0.083
H31 -35.037 -6.627 -11.546  0.077
H32 -35.823 -5.663 -10.448  0.091
C15 -31.670 -1.158 -15.192  -0.105
O11 -31.753 0.113 -15.777  -0.163
C16 -30.819 0.992 -15.182  -0.218
C17 -30.780 2.255 -15.939  -0.197
O12 -32.000 2.988 -15.759  -0.175
C18 -31.868 4.246 -16.368  -0.143
H33 -31.827 -1.002 -14.127  0.075
H34 -30.676 -1.620 -15.283  0.077
H35 -32.437 -1.744 -15.673  0.081
H36 -29.803 0.579 -15.215  0.132
H37 -31.067 1.160 -14.130  0.120
H38 -30.645 2.082 -17.007  0.135
H39 -30.007 2.883 -15.495  0.117
H40 -31.072 4.928 -16.023  0.090
H41 -32.820 4.758 -16.289  0.082
H42 -31.769 4.153 -17.452  0.083
C19 -23.118 -5.878 -6.148  -0.100
O13 -23.475 -6.108 -7.516  -0.178
C20 -24.850 -5.828 -7.639  -0.245
C21 -25.188 -6.065 -9.074  -0.195
O14 -26.428 -5.392 -9.340  -0.189
C22 -26.908 -5.475 -10.661  -0.097
H43 -22.085 -6.150 -6.066  0.078
H44 -23.635 -6.555 -5.438  0.093
H45 -23.362 -4.856 -5.865  0.089
H46 -25.109 -4.792 -7.395  0.126
H47 -25.445 -6.414 -6.918  0.133
H48 -25.189 -7.131 -9.351  0.133
H49 -24.397 -5.538 -9.631  0.120
H50 -27.254 -6.513 -10.818  0.093
H51 -26.192 -5.220 -11.439  0.082
H52 -27.692 -4.732 -10.767  0.079
C23 -33.174 2.076 -12.233  -0.094
O15 -32.359 2.009 -11.096  -0.198
C24 -32.638 0.932 -10.198  -0.179
C25 -33.849 1.201 -9.364  -0.182
O16 -35.075 1.012 -10.061  -0.178
C26 -36.243 0.965 -9.338  -0.140
H53 -32.786 2.914 -12.819  0.088
H54 -34.210 2.192 -11.954  0.077
H55 -33.168 1.163 -12.823  0.086
H56 -31.807 1.058 -9.490  0.105
H57 -32.647 0.009 -10.758  0.130
H58 -33.817 2.233 -8.995  0.140
H59 -33.767 0.505 -8.520  0.124
H60 -37.066 0.820 -10.021  0.086
H61 -36.472 1.737 -8.604  0.087
H62 -36.282 0.069 -8.706  0.084
C27 -26.310 0.479 -14.200  -0.105
O17 -26.546 1.768 -13.759  -0.145
C28 -26.905 1.833 -12.425  -0.228
C29 -27.702 3.040 -12.160  -0.256
O18 -28.862 3.032 -12.889  -0.156
C30 -29.763 4.057 -12.552  -0.074
H63 -27.206 -0.144 -14.071  0.093
H64 -25.554 -0.015 -13.590  0.074
H65 -25.922 0.558 -15.205  0.091
H66 -26.023 1.916 -11.771  0.140
H67 -27.493 0.952 -12.192  0.107
H68 -27.104 3.953 -12.283  0.138
H69 -27.861 2.971 -11.066  0.125
H70 -29.170 4.942 -12.315  0.091
H71 -30.293 3.848 -11.629  0.056
H72 -30.434 4.236 -13.393  0.086
C31 -23.552 -1.206 -17.288  -0.141
O19 -24.538 -1.513 -16.388  -0.178
C32 -24.413 -2.801 -15.797  -0.204
C33 -25.687 -3.148 -15.051  -0.179
O20 -26.857 -3.245 -15.880  -0.166
C34 -26.813 -4.376 -16.703  -0.119
H73 -23.461 -1.998 -18.045  0.092
H74 -22.591 -1.119 -16.779  0.083
H75 -23.630 -0.251 -17.800  0.088
H76 -23.597 -2.825 -15.058  0.121
H77 -24.164 -3.535 -16.582  0.111
H78 -25.929 -2.269 -14.450  0.109
H79 -25.491 -4.112 -14.550  0.124
H80 -26.064 -4.352 -17.502  0.088
H81 -27.769 -4.410 -17.241  0.080
H82 -26.545 -5.291 -16.196  0.074
C35 -26.864 -7.968 -13.461  -0.145
O21 -27.750 -7.151 -14.115  -0.184
C36 -28.686 -7.818 -14.969  -0.201
C37 -29.552 -6.791 -15.590  -0.220
O22 -30.200 -6.077 -14.611  -0.200
C38 -30.883 -6.828 -13.615  -0.073
H83 -26.328 -8.727 -14.044  0.096
H84 -27.420 -8.551 -12.708  0.094
H85 -26.165 -7.343 -12.926  0.057
H86 -29.263 -8.540 -14.374  0.119
H87 -28.137 -8.365 -15.753  0.138
H88 -30.315 -7.306 -16.191  0.136
H89 -28.987 -6.019 -16.079  0.113
H90 -31.608 -6.175 -13.156  0.078
H91 -30.078 -7.181 -12.960  0.090
H92 -31.424 -7.694 -13.996  0.092
C39 -28.228 -1.915 -6.527  -0.097
O23 -28.759 -1.785 -5.228  -0.169
C40 -28.085 -0.744 -4.582  -0.251
C41 -28.463 -0.660 -3.168  -0.231
O24 -29.781 -0.232 -3.020  -0.209
C42 -30.167 -0.155 -1.658  -0.077
H93 -28.328 -0.975 -7.073  0.077
H94 -28.862 -2.679 -6.963  0.089
H95 -27.200 -2.274 -6.536  0.092
H96 -28.289 0.208 -5.104  0.115
H97 -26.989 -0.840 -4.682  0.138
H98 -27.815 0.059 -2.663  0.132
H99 -28.360 -1.637 -2.692  0.135
H100 -29.540 0.658 -1.302  0.090
H101 -30.037 -1.104 -1.136  0.092
H102 -31.206 0.123 -1.717  0.087
O25 -23.842 2.943 -4.697  0.107
C43 -24.779 2.897 -5.456  -0.478
O26 -24.813 1.971 -6.441  0.018
C44 -26.043 1.976 -7.158  -0.146
C45 -26.494 3.438 -6.972  -0.143
C46 -26.035 3.720 -5.585  -0.098
H103 -26.703 1.201 -6.741  0.113
H104 -25.792 1.788 -8.198  0.104
H105 -27.485 3.768 -7.281  0.096
H106 -25.813 3.974 -7.642  0.124
H107 -26.725 3.468 -4.781  0.129
H108 -25.729 4.733 -5.326  0.127
O27 -23.891 -6.167 -15.886  0.102
C47 -23.330 -6.635 -14.911  -0.459
O28 -23.963 -6.781 -13.731  -0.024
C48 -23.105 -7.356 -12.692  -0.105
C49 -21.965 -8.019 -13.522  -0.130
C50 -21.936 -7.199 -14.766  -0.100
H109 -23.672 -8.120 -12.158  0.122
H110 -22.888 -6.493 -12.074  0.120
H111 -22.443 -8.952 -13.827  0.123
H112 -21.060 -8.200 -12.963  0.118
H113 -21.750 -7.685 -15.709  0.123
H114 -21.169 -6.420 -14.848  0.135
O29 -24.830 -0.194 -9.318  0.104
C51 -24.142 -0.621 -10.215  -0.490
O30 -23.612 0.178 -11.129  0.014
C52 -22.780 -0.560 -12.071  -0.099
C53 -23.128 -2.092 -11.867  -0.122
C54 -23.630 -2.050 -10.420  -0.065
H115 -21.807 -0.378 -11.634  0.120
H116 -22.928 -0.120 -13.051  0.119
H117 -22.210 -2.633 -12.025  0.102
H118 -23.897 -2.416 -12.573  0.094
H119 -22.795 -2.208 -9.735  0.131
H120 -24.414 -2.743 -10.128  0.115

Net charge: 0
Kohn-Sham gap, eV: 9.33
E_LUMO, eV: 0.21
HOMO energy, eV: -9.12
Max |F|, eV/A: 4.0

# 2
This record from the Open Molecules 2025 dataset describes a cluster of 10 separate species, C54H123N5O10 in total at a distorted geometry. The level of theory is ωB97M-V/def2-TZVPD.

Last column: Löwdin charge in e.
Positions of all 192 atoms, in Å:
O1 -0.753 -0.506 6.427  -0.056
H1 -0.438 -1.007 7.180  0.025
H2 -0.289 -0.883 5.679  -0.006
O2 0.993 -3.561 1.803  -0.043
H3 0.202 -3.732 1.292  0.010
H4 0.756 -3.799 2.699  -0.006
C1 -4.987 0.855 0.182  -0.040
C2 -4.572 2.243 -0.342  -0.462
C3 -4.279 2.017 -1.926  -0.094
C4 -4.275 3.263 -2.939  -0.159
C5 -5.622 3.978 -2.660  -0.150
C6 -5.886 4.380 -1.117  -0.419
N1 -5.657 3.239 -0.164  -0.138
O3 -6.213 3.461 1.094  0.000
C7 -5.047 5.693 -0.889  -0.025
C8 -7.409 4.683 -1.156  -0.059
C9 -3.299 2.734 0.261  -0.041
H5 -5.959 0.487 -0.146  0.089
H6 -4.770 0.585 1.215  0.085
H7 -4.368 0.100 -0.302  0.049
H8 -3.315 1.510 -1.894  0.089
H9 -4.805 1.232 -2.470  0.105
H10 -4.042 2.883 -3.934  0.108
H11 -3.549 4.033 -2.679  0.067
H12 -6.464 3.384 -3.018  0.106
H13 -5.529 4.787 -3.385  0.108
H14 -3.984 5.626 -1.117  0.058
H15 -5.362 6.391 -1.666  0.077
H16 -5.129 6.009 0.151  0.081
H17 -8.053 3.805 -1.099  0.080
H18 -7.776 5.177 -0.257  0.074
H19 -7.650 5.254 -2.053  0.081
H20 -3.413 3.054 1.297  0.089
H21 -2.901 3.645 -0.185  0.071
H22 -2.681 1.845 0.387  0.075
H23 -7.009 2.926 1.063  0.097
C10 -2.680 -5.334 3.658  -0.045
C11 -3.183 -5.557 2.217  -0.492
C12 -4.682 -5.932 2.479  -0.116
C13 -5.479 -6.133 1.172  -0.188
C14 -5.382 -4.878 0.373  -0.136
C15 -3.942 -4.250 0.206  -0.471
N2 -3.103 -4.335 1.430  -0.140
O4 -1.968 -3.624 1.550  0.000
C16 -3.294 -4.838 -0.956  -0.054
C17 -4.131 -2.717 -0.049  -0.039
C18 -2.430 -6.719 1.645  -0.030
H24 -2.767 -6.198 4.316  0.094
H25 -3.119 -4.512 4.222  0.091
H26 -1.628 -5.049 3.696  0.062
H27 -4.828 -6.824 3.089  0.118
H28 -5.113 -5.113 3.054  0.118
H29 -6.518 -6.452 1.255  0.113
H30 -5.039 -6.947 0.596  0.102
H31 -5.985 -4.106 0.852  0.113
H32 -5.901 -4.989 -0.580  0.122
H33 -3.785 -4.433 -1.841  0.096
H34 -2.263 -4.512 -1.095  0.068
H35 -3.229 -5.924 -0.889  0.085
H36 -4.421 -2.253 0.893  0.082
H37 -3.162 -2.241 -0.198  0.067
H38 -4.790 -2.353 -0.838  0.087
H39 -1.397 -6.493 1.381  0.087
H40 -2.829 -7.068 0.692  0.064
H41 -2.337 -7.554 2.339  0.089
H42 -2.060 -3.414 2.483  0.100
C19 -2.310 -3.665 -5.705  -0.039
C20 -0.852 -3.596 -5.211  -0.417
C21 -0.451 -2.066 -5.330  -0.101
C22 0.563 -1.556 -4.239  -0.173
C23 1.416 -2.670 -3.773  -0.167
C24 0.650 -3.808 -3.067  -0.453
N3 -0.618 -4.018 -3.805  -0.111
O5 -1.176 -5.263 -3.538  -0.022
C25 1.623 -5.030 -3.060  -0.028
C26 0.362 -3.406 -1.586  -0.027
C27 0.091 -4.464 -6.185  -0.021
H43 -2.940 -4.503 -5.407  0.072
H44 -2.324 -3.560 -6.790  0.086
H45 -2.940 -2.832 -5.394  0.075
H46 0.103 -1.931 -6.259  0.103
H47 -1.175 -1.252 -5.384  0.105
H48 -0.030 -1.132 -3.428  0.108
H49 1.124 -0.672 -4.542  0.093
H50 2.031 -2.252 -2.976  0.102
H51 2.273 -2.962 -4.380  0.120
H52 1.130 -5.990 -2.910  0.077
H53 2.175 -5.197 -3.985  0.066
H54 2.417 -4.866 -2.331  0.081
H55 -0.114 -4.261 -1.105  0.066
H56 1.252 -3.252 -0.975  0.065
H57 -0.325 -2.567 -1.477  0.083
H58 -0.245 -5.499 -6.257  0.073
H59 1.160 -4.477 -5.972  0.063
H60 0.000 -4.166 -7.229  0.067
H61 -2.123 -5.114 -3.487  0.072
C28 6.424 4.280 1.310  -0.039
C29 5.871 4.669 2.702  -0.459
C30 5.262 6.099 2.558  -0.141
C31 4.441 6.532 3.792  -0.166
C32 3.327 5.497 4.035  -0.157
C33 3.800 4.081 4.224  -0.466
N4 4.805 3.748 3.184  -0.167
O6 5.160 2.489 3.070  -0.009
C34 4.318 3.929 5.726  -0.010
C35 2.537 3.150 4.090  -0.035
C36 7.027 4.712 3.769  -0.021
H62 7.119 5.004 0.884  0.086
H63 5.580 4.201 0.624  0.078
H64 6.958 3.333 1.383  0.076
H65 6.095 6.779 2.385  0.117
H66 4.672 6.092 1.641  0.111
H67 3.938 7.435 3.446  0.106
H68 5.097 6.724 4.641  0.099
H69 2.689 5.663 3.167  0.117
H70 2.711 5.731 4.903  0.121
H71 5.136 4.649 5.739  0.060
H72 3.470 4.151 6.374  0.075
H73 4.621 2.921 6.008  0.079
H74 2.075 3.324 3.119  0.074
H75 2.984 2.156 4.102  0.073
H76 1.803 3.097 4.895  0.082
H77 8.033 4.693 3.349  0.073
H78 7.074 3.806 4.373  0.076
H79 6.862 5.567 4.424  0.063
H80 4.773 2.252 2.224  0.090
C37 1.216 2.245 -4.907  -0.034
C38 2.174 2.917 -3.882  -0.404
C39 2.408 4.517 -4.247  -0.078
C40 1.216 5.446 -3.786  -0.182
C41 0.843 5.280 -2.327  -0.161
C42 0.586 3.828 -2.029  -0.498
N5 1.605 2.882 -2.479  -0.141
O7 1.630 1.619 -1.953  -0.017
C43 0.532 3.801 -0.470  -0.025
C44 -0.773 3.323 -2.549  -0.028
C45 3.589 2.282 -3.900  -0.029
H81 1.578 1.780 -5.824  0.077
H82 0.442 2.932 -5.251  0.068
H83 0.782 1.426 -4.333  0.054
H84 3.354 4.858 -3.825  0.094
H85 2.522 4.581 -5.329  0.103
H86 0.306 5.210 -4.337  0.092
H87 1.382 6.500 -4.010  0.104
H88 -0.074 5.850 -2.181  0.127
H89 1.631 5.749 -1.738  0.121
H90 1.554 4.020 -0.162  0.088
H91 -0.320 4.398 -0.143  0.084
H92 0.175 2.828 -0.134  0.052
H93 -1.683 3.611 -2.023  0.041
H94 -0.977 3.579 -3.589  0.071
H95 -0.832 2.235 -2.523  0.086
H96 3.533 1.343 -3.349  0.069
H97 4.420 2.948 -3.670  0.076
H98 3.745 1.893 -4.907  0.074
H99 2.364 1.641 -1.334  0.092
C46 4.237 -1.756 1.004  -0.072
C47 4.165 -0.467 0.354  -0.541
C48 5.520 0.265 0.337  -0.024
O8 3.644 -0.623 -0.913  -0.026
H100 4.119 -1.626 2.080  0.093
H101 5.114 -2.383 0.846  0.095
H102 3.427 -2.441 0.754  0.073
H103 3.435 0.046 0.981  0.125
H104 5.721 0.263 1.408  0.076
H105 5.538 1.264 -0.100  0.073
H106 6.358 -0.266 -0.116  0.085
H107 3.233 -1.489 -0.973  0.067
C49 3.004 -6.231 2.766  -0.018
C50 2.174 -5.807 4.061  -0.534
C51 2.364 -4.356 4.397  -0.054
O9 0.879 -6.105 3.944  -0.020
H108 3.975 -5.736 2.770  0.069
H109 2.380 -5.827 1.969  0.065
H110 3.156 -7.308 2.698  0.069
H111 2.599 -6.243 4.965  0.128
H112 2.707 -4.071 5.392  0.085
H113 1.546 -3.662 4.207  0.061
H114 3.175 -3.938 3.800  0.075
H115 0.761 -7.048 3.808  0.111
C52 -0.390 -0.153 1.174  -0.055
C53 0.161 0.227 2.488  -0.458
C54 -0.527 1.475 3.157  -0.024
O10 0.260 -0.889 3.401  -0.049
H116 0.073 -1.053 0.769  0.071
H117 -0.319 0.717 0.520  0.070
H118 -1.442 -0.427 1.252  0.080
H119 1.182 0.545 2.275  0.115
H120 -0.472 2.428 2.631  0.066
H121 0.061 1.700 4.047  0.054
H122 -1.580 1.313 3.390  0.080
H123 0.404 -1.631 2.809  0.032

Net charge: 0
Kohn-Sham gap, eV: 8.18
SMILES: CC1(C)CCCC(C)(C)N1O.CC1(C)CCCC(C)(C)N1O.CC1(C)CCCC(C)(C)N1O.CC1(C)CCCC(C)(C)N1O.CC1(C)CCCC(C)(C)N1O.CC(C)O.CC(C)O.CC(C)O.O.O
E_LUMO, eV: 0.47
HOMO energy, eV: -7.71
Max |F|, eV/A: 5.6